[1]
DFT (the ωB97M-V functional and the def2-TZVPD basis) results for C44H61I2N7O12P3Rb as an isolated structure at a distorted geometry.

Results
Electronic energy, Eh: -4643.11225
LUMO level (alpha / beta), eV: 2.89 / 2.89
HOMO level (alpha / beta), eV: 1.00 / 0.98

Structure (ORCA input):
```
! RIJCOSX wB97M-V def2-TZVPD def2/J DEFGRID3
* xyz -2 1
C -4.341 -0.605 7.514
H 1.560 1.420 -7.294
O -2.957 4.115 -2.927
C -1.730 4.051 2.173
H 1.733 -1.095 9.652
C 6.382 1.671 2.137
H -4.371 -1.731 0.560
P 0.723 1.343 -4.642
H -5.761 3.881 -2.639
C -2.965 2.302 3.171
C -0.905 3.102 -5.670
H 0.950 3.129 -7.659
N 1.081 -2.458 -5.319
I 5.957 -1.236 1.752
H 3.347 2.982 -3.753
H -5.855 1.264 -4.106
O -0.469 -2.234 1.696
H -3.612 4.357 3.200
C -0.579 -3.914 3.489
H 4.726 4.549 1.554
C 3.275 2.376 -4.639
H -1.036 -2.052 -7.493
H 2.881 -3.550 -0.443
H 1.481 -2.182 -7.328
H -0.900 3.752 -6.559
H 2.282 -0.977 -6.334
P -0.662 -2.093 5.406
C 0.693 2.102 -7.325
H -0.305 -7.292 3.359
H -2.664 -1.490 -7.009
I 7.160 4.496 3.211
O 3.200 0.389 1.010
C 1.194 -3.846 -4.928
N -1.494 -1.690 -5.412
H -0.129 1.798 -7.960
C -3.912 -1.861 7.857
H -4.264 -0.753 -0.639
H 1.764 -0.877 4.725
O -3.951 -0.857 0.322
H 3.055 2.956 -5.517
H 0.312 -4.452 -5.205
O -0.354 -1.658 -3.190
O 3.813 -1.151 -1.173
H -2.444 -2.741 -3.899
P -0.075 -1.552 -4.615
H -0.031 3.777 -0.135
C -0.890 -4.905 5.733
O -0.575 3.742 -1.723
C 2.869 -0.528 6.508
C 2.660 3.041 0.354
N -0.923 1.816 1.887
H -1.430 4.217 -1.961
H -1.189 -4.832 6.779
H -2.327 -3.261 7.544
H 3.783 -0.332 5.905
C 1.991 -2.042 -6.364
H -2.243 0.397 2.605
H -5.196 -0.150 8.007
C -0.777 3.183 1.701
H -3.740 1.963 3.836
H 3.582 -0.383 -3.978
O -4.378 -0.138 -2.247
C 1.768 -0.992 5.780
Rb -1.243 -0.322 -1.020
H -2.409 -3.649 -5.532
C -3.677 0.245 6.621
O 3.812 -3.824 -0.550
N 2.352 1.233 -4.501
H -4.176 1.176 6.407
H -1.312 -0.321 -7.040
O -0.099 1.635 -3.478
H -2.040 0.332 5.268
H 2.909 -2.654 -6.341
C -0.509 -5.174 2.914
H -0.797 -7.054 5.725
H -0.015 -2.228 8.418
C 5.972 3.044 2.228
C -3.684 3.135 -2.789
H -1.821 2.515 -5.610
C -2.053 1.447 2.544
C 0.715 -1.583 6.409
H -5.094 3.766 -4.195
C -5.607 1.741 -3.160
H 1.257 -3.904 -3.792
H 1.086 1.802 1.159
H 3.815 -4.230 -1.438
H 7.348 1.282 2.471
H 3.744 -0.700 -0.320
C -0.620 -2.642 2.823
N -3.331 1.916 -2.293
H 2.754 4.164 0.345
H -6.479 1.583 -2.490
H -0.449 2.960 -2.326
H -0.385 -5.282 1.855
N 1.444 2.742 0.983
C -0.788 -3.814 4.892
H 3.592 0.137 8.479
H 4.053 -2.085 -0.933
C -2.830 3.637 2.976
H 4.269 1.962 -4.828
O -0.627 -1.557 3.858
C 4.830 3.494 1.590
O 0.461 -0.141 -5.230
H -4.307 -2.388 8.720
C -4.391 1.084 -2.515
C -5.154 3.207 -3.239
C -0.507 -6.307 3.736
H 2.055 -0.431 -3.162
C 0.372 3.663 0.939
C -2.489 -2.673 -5.009
C -2.504 -0.207 6.068
C -2.043 -1.532 6.298
C 2.855 0.224 -3.465
H 2.572 2.638 -0.711
C 4.154 1.175 1.221
H -1.685 5.127 1.866
C 1.778 -1.013 8.547
C 5.477 0.756 1.618
C 2.857 -0.432 7.889
H 2.119 -4.252 -5.329
H 3.280 0.708 -2.599
H -0.788 3.765 -4.827
C -0.752 -6.160 5.134
H -3.467 -2.250 -5.310
H 0.731 4.665 1.250
C 3.944 2.607 1.033
C -2.721 -2.279 7.272
C 0.766 -1.664 7.865
C -1.590 -1.357 -6.839
N 0.279 2.283 -5.888
*
```

[2]
DFT (the ωB97M-V functional and the def2-TZVPD basis) results for C44H46BMnN7O2Te as an isolated structure at a distorted geometry.

Results
Electronic energy, Eh: -3682.06730
LUMO level (alpha / beta), eV: 0.24 / 0.13
HOMO level (alpha / beta), eV: -7.42 / -7.56

Structure (ORCA input):
```
! RIJCOSX wB97M-V def2-TZVPD def2/J DEFGRID3
* xyz 0 6
C 1.688 1.234 -3.003
C 2.568 -1.021 0.090
H -0.716 3.681 -5.087
C -2.937 3.485 0.706
H -0.325 4.889 -3.868
H -3.385 1.743 2.736
C -1.630 -1.579 4.411
C -4.301 -2.050 -5.597
H -3.564 5.545 -0.940
C -2.167 4.125 -0.275
H 0.662 0.637 5.644
H 4.493 -1.983 -0.158
H -1.670 3.793 -3.627
C -3.220 -1.858 -3.465
C -4.204 -2.680 -2.892
H 0.076 5.009 -1.614
H 0.509 -4.092 1.138
H 4.212 5.427 1.170
H 1.940 -0.914 -3.182
C -1.484 -2.031 -1.504
H -1.417 -0.578 6.302
C 2.521 0.003 -3.160
H -2.022 -3.949 -2.298
C -0.998 -0.742 5.318
C -0.676 3.864 -4.022
H 2.341 6.358 -1.801
H -5.960 -3.813 -3.190
H -1.855 5.940 -1.333
C -2.104 -1.271 -2.664
C 1.098 -5.036 4.474
C 0.990 1.894 -4.014
H 0.388 -5.708 4.935
N 1.997 3.075 0.613
H 1.962 -1.352 -0.754
H -1.362 -6.223 0.112
O -1.597 -0.222 -3.052
C -2.600 5.143 -1.257
H 3.086 -4.773 1.707
C 3.592 -2.096 0.439
Te 4.415 -1.998 2.482
H 0.187 -6.174 -0.787
H -3.983 3.654 0.896
H -1.599 -2.350 2.395
C 0.160 -0.056 4.985
N -0.854 2.684 0.774
H 1.632 0.223 3.384
N 0.618 2.881 -2.087
C -5.236 -3.163 -3.675
H 0.926 1.584 -5.046
C -5.289 -2.836 -5.022
N 1.455 1.824 -1.826
C -2.061 2.587 1.313
C 3.100 3.491 1.235
H 1.167 6.855 -0.545
C 0.295 2.897 -3.388
C 2.606 -4.499 2.648
N 1.536 4.110 -0.134
H 4.822 2.271 1.695
H 2.917 7.228 -0.378
H 3.111 -0.127 -0.235
H 3.272 1.663 2.318
H 3.184 -3.098 0.298
C 2.183 6.479 -0.726
C -0.802 -1.339 -0.466
C 0.653 -1.260 1.437
C 3.842 2.560 2.132
H -2.549 -2.059 4.673
C 2.325 -2.952 4.460
C 2.940 -3.294 3.270
O -0.809 -0.045 -0.285
H -2.484 -0.944 -5.201
C 1.670 -5.357 3.247
C 3.375 4.826 0.868
C 0.054 -1.089 2.789
H -1.314 -6.037 -1.633
N 1.731 -0.660 1.257
H -2.167 0.619 2.153
H -6.113 -3.148 -5.627
H 3.025 0.074 -4.136
H 3.304 -0.054 -2.392
C -3.275 -1.560 -4.811
C 1.436 -3.836 5.094
H -4.325 -1.865 -6.661
C -2.351 1.654 2.428
C -0.034 -2.154 0.442
H -2.771 4.711 -2.244
C 0.718 -0.270 3.714
C -1.107 -1.760 3.152
B 0.316 3.986 -1.067
H 1.393 -6.293 2.735
H 2.522 -1.990 4.926
H -4.153 -2.919 -1.836
C -0.014 -3.536 0.350
N -0.915 3.635 -0.192
H -1.760 1.878 3.328
C -0.754 -4.232 -0.625
C 2.367 5.189 0.000
Mn 0.717 1.257 0.203
C -0.808 -5.755 -0.717
H 1.009 -3.579 6.059
H 4.075 3.038 3.096
C -1.457 -3.441 -1.534
*
```

[3]
DFT (the ωB97M-V functional and the def2-TZVPD basis) results for a 3-piece molecular cluster, C2H11N2O2 overall at a distorted geometry.

Results
Electronic energy, Eh: -342.58094
ΔE to the lowest compared entry with this formula, charge and spin, eV: 0.204
LUMO level, eV: -3.13
HOMO level, eV: -14.86

Structure (ORCA input):
```
! RIJCOSX wB97M-V def2-TZVPD def2/J DEFGRID3
* xyz 1 1
O -0.696 1.467 0.444
C 0.486 -1.432 -1.948
H -1.345 -0.644 1.599
H 0.038 2.116 0.390
H 2.026 3.314 1.137
C -0.467 -1.892 0.241
H 2.032 3.380 -0.405
H -0.194 -2.927 0.134
O 1.462 3.222 0.362
H -1.409 -2.321 1.936
N -0.991 -1.574 1.409
H 1.501 -1.801 -1.840
H -0.113 -2.216 -2.408
N -0.075 -1.032 -0.635
H 0.557 -0.541 -2.548
H -1.394 1.954 0.901
H -0.426 -0.068 -0.638
*
```

[4]
DFT (the ωB97M-V functional and the def2-TZVPD basis) results for C33H47ClLuO4PSi as an isolated structure at a distorted geometry.

Results
Electronic energy, Eh: -3913.55665
LUMO level, eV: 0.64
HOMO level, eV: -7.45

Structure (ORCA input):
```
! RIJCOSX wB97M-V def2-TZVPD def2/J DEFGRID3
* xyz 0 1
H -3.338 -3.755 -1.606
H -4.611 -2.667 0.940
H -5.594 -3.428 -0.321
C 6.714 0.989 -2.633
H -4.587 -0.565 2.130
H 2.664 2.648 -1.605
H 2.889 -4.821 0.040
C 1.253 -0.741 2.214
Lu 0.136 0.648 0.534
C -4.077 0.291 2.572
H -1.660 2.483 -2.210
C -2.586 0.004 2.708
H -3.122 1.560 -2.604
H -2.362 -2.316 -1.981
H -3.105 3.330 -2.802
O -1.978 -0.358 1.450
H 6.215 1.016 3.320
C -4.259 -1.882 -1.044
H 4.572 0.679 5.149
C 4.644 1.790 -1.672
C 3.016 0.028 3.834
C 2.590 -3.951 -0.531
H 7.152 -1.096 -2.342
C 2.524 -1.556 -0.802
O -2.586 1.674 0.086
C 5.210 0.677 3.102
H -1.736 4.167 -0.311
H -2.883 -2.062 3.262
H -3.320 4.831 -0.744
H -5.987 -1.791 0.242
C 4.287 0.486 4.122
H 5.542 0.632 0.998
C 6.455 -0.288 -2.160
C 3.697 2.923 -1.392
C -5.173 -2.483 0.022
O -3.887 -0.565 -0.603
H 3.955 3.801 -1.982
C 2.602 -0.231 2.519
H -2.484 -2.876 -0.317
C -2.371 -1.179 3.648
H 1.248 -0.843 -3.903
H -1.307 -1.405 3.714
P 2.876 0.149 -0.205
C -5.029 -1.713 -2.351
H 0.773 0.103 -2.504
H -1.952 2.063 2.530
H 3.407 -2.551 0.877
C 4.387 0.497 -1.198
C -2.809 4.033 -0.205
H -3.063 4.105 0.854
H -0.796 1.011 3.400
H 2.463 0.109 -3.041
H 2.314 -0.138 4.644
H 7.623 1.183 -3.189
H -4.250 1.156 1.933
H -5.886 -1.056 -2.197
C 1.554 -2.984 -2.471
H 1.329 -1.663 1.625
C -4.742 2.517 -0.650
C 2.890 -2.681 -0.068
C -1.855 1.240 3.242
O -1.115 -0.312 -0.878
C 5.295 -0.530 -1.445
H 0.749 -1.000 3.147
H -5.080 2.740 0.363
H 5.094 -1.524 -1.070
H -5.236 3.203 -1.339
C 5.815 2.014 -2.392
Si -2.464 0.037 -0.126
H 1.029 -3.107 -3.412
H -4.502 0.484 3.556
C 1.906 -4.099 -1.727
C -2.751 2.501 -2.189
H -2.283 1.550 4.195
H -5.027 1.496 -0.898
H -2.756 -0.952 4.642
Cl 0.559 2.985 0.199
H 3.733 3.201 -0.335
C 1.573 -0.512 -2.918
C 4.827 0.457 1.791
H -5.382 -2.682 -2.704
C -3.036 -2.769 -1.254
H 6.020 3.008 -2.769
C 3.535 0.023 1.484
C 1.868 -1.700 -2.038
C -3.225 2.670 -0.747
H -4.386 -1.270 -3.113
H 1.657 -5.088 -2.091
*
```

[5]
DFT (the ωB97M-V functional and the def2-TZVPD basis) results for a 4-piece molecular cluster, C3H17N2O3 overall at a distorted geometry.

Results
Electronic energy, Eh: -459.42888
ΔE to the lowest compared entry with this formula, charge and spin, eV: 3.164
LUMO level, eV: -2.85
HOMO level, eV: -12.63

Structure (ORCA input):
```
! RIJCOSX wB97M-V def2-TZVPD def2/J DEFGRID3
* xyz 1 1
H 1.397 1.045 -3.121
H -0.730 -1.665 -0.156
N -0.888 -0.691 -0.420
O 2.348 -2.537 0.545
H -2.442 -0.355 1.326
H 1.353 3.407 1.132
C -0.161 2.163 0.638
H 3.113 -2.803 -0.066
C -0.741 0.858 1.484
H -0.260 1.895 -0.436
H -1.126 1.303 2.423
H 3.042 -2.587 1.203
O -1.506 -3.154 -1.221
N 1.266 2.561 0.728
H -2.248 0.856 0.008
H -2.051 -3.817 -0.843
H 1.386 1.947 -1.816
O 1.017 1.285 -2.298
H -0.889 2.884 0.892
H 1.822 1.770 1.241
H -0.001 -0.209 -0.558
H -0.661 -3.502 -1.596
C -1.749 0.165 0.577
H -1.366 -0.990 -1.381
H 0.075 0.171 1.715
*
```

[6]
DFT (the ωB97M-V functional and the def2-TZVPD basis) results for C34H36IN3O7PS2Ta as an isolated structure at a distorted geometry.

Results
Electronic energy, Eh: -3499.35339
ΔE to the lowest compared entry with this formula, charge and spin, eV: 0.997
LUMO level, eV: -12.32
HOMO level, eV: -18.92

Structure (ORCA input):
```
! RIJCOSX wB97M-V def2-TZVPD def2/J DEFGRID3
* xyz 4 1
N -0.508 -4.908 -3.414
C 4.459 -1.955 0.412
C 0.528 2.068 -4.728
C -2.607 2.389 0.968
H 3.922 -1.160 2.320
C -0.091 2.358 -2.393
Ta -0.298 -0.946 -0.748
H -0.605 -5.911 -3.496
H -4.146 2.992 2.316
H -4.902 3.746 -1.817
C 0.249 4.276 -3.817
H -0.288 -4.400 -4.262
C -4.266 3.343 -1.045
H -0.082 -1.793 6.134
H 2.060 -1.417 7.003
H 3.326 4.224 2.576
H -3.257 -1.184 -2.929
C 2.905 2.609 1.232
H 7.033 -1.388 2.238
C -2.187 2.341 -0.367
C 2.568 -2.386 -1.007
O -1.171 -0.395 -2.477
C -0.856 -0.453 3.776
C 1.400 -1.142 3.425
C 1.946 1.992 0.450
I -1.047 -3.856 0.705
C -0.638 -4.254 -2.281
H -4.974 -1.381 -2.542
N 1.693 -1.896 -0.111
C 5.918 -1.893 0.708
O 0.480 -1.107 -4.131
C -3.028 2.816 -1.374
H 0.274 -0.073 6.303
H 2.150 -2.728 -1.947
H -1.936 2.063 1.752
C 0.335 3.673 1.103
H -4.400 -1.777 1.451
C 0.652 2.519 0.386
H 2.196 1.113 -0.138
H -5.664 -1.821 0.227
C 3.541 -1.512 1.373
H -2.708 2.811 -2.407
C 0.597 -0.992 5.787
H -5.634 3.822 0.532
O 6.102 -1.364 1.986
C 1.302 4.277 1.890
N -0.038 -0.765 1.532
H -1.953 -5.579 -1.166
H 1.055 5.173 2.436
C -4.678 3.393 0.279
H 0.801 3.870 -5.852
C -3.960 -1.602 -2.213
S 0.167 -0.166 -3.130
P -0.527 1.711 -0.731
C -1.009 -0.430 2.412
C 0.375 -0.843 4.327
O 1.926 -1.296 6.054
C -0.977 -5.098 -1.070
H -0.653 4.102 1.047
H 6.357 -2.899 0.607
H 0.254 5.348 -3.943
H -3.833 -2.678 -2.140
H -1.956 -0.155 1.969
C 3.929 -2.436 -0.792
H 6.412 -1.270 -0.060
H -4.346 -3.003 0.172
C 2.188 -1.511 1.090
C 0.202 1.548 -3.490
H 2.356 -1.437 3.831
C 0.546 3.449 -4.891
H -0.232 -5.874 -0.882
O -2.190 -1.117 -0.268
C -3.844 2.919 1.283
H 3.910 2.217 1.261
C 2.580 3.744 1.962
C -4.601 -1.974 0.403
C 1.169 -1.105 2.061
H -1.674 -0.180 4.423
O 1.058 -0.301 -1.915
H -0.248 4.399 -1.737
H 4.573 -2.837 -1.559
H 0.775 1.406 -5.544
S -3.703 -0.790 -0.621
C -0.050 3.742 -2.571
O -0.501 -3.018 -2.195
*
```

> Look up the electronic energy of the first one.

-4643.11225 Eh